[1]
ORCA calculation (wB97M-V/def2-TZVPD) on C49H58ClEuN5O2S3 as an isolated structure in a non-equilibrium geometry.

Summary:
energy relative to the best compared isomer or geometry (same formula, charge and spin): 0.000 eV
molecular weight: 1032.65 u
expectation value of S²: 12.013

Geometry as ORCA input:
```
! wB97M-V def2-TZVPD RIJCOSX def2/J DEFGRID3
* xyz 1 7
Eu -0.387 0.429 -0.773
C -3.683 1.724 -1.978
O -2.793 1.370 -0.871
C -3.384 1.459 0.405
C -4.756 1.409 0.683
C -5.316 1.735 1.945
C -4.423 2.013 2.956
C -3.022 1.960 2.734
C -2.534 1.831 1.464
N -1.106 1.906 1.212
N -0.589 2.812 1.890
C 0.780 3.068 1.822
C 1.672 2.576 0.781
O 1.372 1.776 -0.245
C 2.952 3.184 0.643
C 3.411 4.076 1.538
C 2.605 4.548 2.670
C 3.106 5.580 3.477
C 2.390 5.977 4.618
C 1.159 5.379 4.850
C 0.569 4.555 3.948
C 1.301 4.019 2.881
H -4.532 1.076 -2.080
H -3.052 1.720 -2.871
H -3.940 2.790 -1.760
H -5.373 1.252 -0.243
H -6.381 1.664 2.111
H -4.709 2.130 3.972
H -2.373 2.056 3.585
H 3.602 2.856 -0.227
H 4.372 4.524 1.359
H 4.048 6.047 3.217
H 2.743 6.795 5.315
H 0.555 5.686 5.719
H -0.413 4.204 4.146
C 4.522 -0.843 -1.462
C 3.189 -1.175 -2.254
C 3.463 -1.056 -3.758
C 2.606 -2.524 -1.832
C 3.463 -3.597 -1.506
C 2.940 -4.891 -1.386
C 1.539 -5.071 -1.251
C 0.680 -4.029 -1.503
C -0.804 -4.293 -1.478
C -1.217 -5.262 -2.544
C -1.454 -4.773 -0.118
C 1.183 -2.744 -1.780
N 0.424 -1.581 -1.984
C -0.022 -1.521 -3.206
C -0.718 -0.346 -3.705
C -1.160 -0.136 -5.009
C -1.216 1.215 -5.271
C -0.805 1.820 -4.037
N -0.471 0.920 -3.077
C -0.475 3.301 -3.796
C -0.309 3.579 -2.368
C -1.490 4.279 -4.420
C 0.898 3.506 -4.526
H 4.531 0.260 -1.454
H 5.421 -1.243 -1.857
H 4.514 -1.153 -0.371
H 2.428 -0.371 -1.944
H 4.199 -1.773 -4.069
H 3.870 -0.070 -4.016
H 2.584 -1.336 -4.280
H 4.530 -3.523 -1.607
H 3.545 -5.775 -1.275
H 1.085 -6.034 -1.118
H -1.229 -3.308 -1.666
H -0.996 -6.356 -2.338
H -0.696 -5.026 -3.533
H -2.249 -5.180 -2.736
H -2.448 -4.425 -0.185
H -1.367 -5.845 0.100
H -1.006 -4.288 0.726
H -0.089 -2.428 -3.745
H -1.437 -1.056 -5.602
H -1.432 1.705 -6.167
H -1.264 3.230 -1.874
H -0.111 4.606 -2.116
H 0.573 3.020 -1.972
H -2.499 4.138 -4.047
H -1.347 4.098 -5.494
H -1.233 5.360 -4.232
H 1.625 2.783 -4.139
H 1.228 4.545 -4.384
H 0.755 3.274 -5.568
C 1.849 -3.768 2.935
C 2.262 -3.044 1.649
S 1.772 -1.333 1.415
C 2.552 -0.378 2.749
C 1.734 0.162 4.004
S -0.078 0.031 3.926
C -0.536 -1.252 5.076
C 0.189 -2.635 5.002
S 0.081 -3.548 3.393
H 2.552 -3.466 3.746
H 2.028 -4.871 2.829
H 1.820 -3.551 0.799
H 3.276 -3.114 1.508
H 2.839 0.534 2.233
H 3.479 -0.836 3.007
H 1.910 1.253 4.040
H 2.197 -0.262 4.928
H -1.594 -1.423 4.856
H -0.466 -0.928 6.121
H -0.306 -3.259 5.794
H 1.254 -2.499 5.290
Cl -3.741 -2.278 3.688
C -3.595 -1.967 1.976
C -4.654 -2.220 1.121
C -4.319 -2.008 -0.233
C -3.086 -1.680 -0.634
N -2.140 -1.295 0.280
C -2.377 -1.465 1.553
H -5.589 -2.555 1.500
H -4.977 -2.430 -0.909
H -2.802 -1.571 -1.647
H -1.659 -1.138 2.348
*
```


[2]
ORCA calculation (wB97M-V/def2-TZVPD) on C49H58IN6O5STeY as an isolated structure in a non-equilibrium geometry.

Summary:
total energy: -3609.2094 hartree
molecular weight: 1186.52 u

Geometry as ORCA input:
```
! wB97M-V def2-TZVPD RIJCOSX def2/J DEFGRID3
* xyz -2 1
Y -0.945 -0.145 0.054
C -4.509 0.861 -3.636
C -4.189 -0.353 -2.715
C -5.506 -1.013 -2.427
C -3.090 -1.211 -3.279
C -3.332 -2.408 -3.884
C -2.317 -3.127 -4.553
C -1.045 -2.640 -4.620
C -0.742 -1.462 -3.944
C 0.703 -0.897 -4.166
C 0.731 -0.189 -5.492
C 1.448 -0.037 -3.141
C -1.733 -0.777 -3.239
N -1.362 0.327 -2.343
C -1.280 1.544 -2.877
O -1.389 1.825 -4.072
C -1.155 2.627 -1.875
C -0.941 3.946 -2.275
C -0.847 4.904 -1.248
C -0.898 4.543 0.093
C -1.205 3.231 0.393
N -1.357 2.351 -0.606
C -1.447 2.687 1.769
O -1.603 3.535 2.658
N -1.485 1.363 1.889
C -2.222 0.968 3.041
C -1.649 0.530 4.264
C -2.525 0.254 5.303
C -3.868 0.509 5.174
C -4.393 1.020 3.994
C -3.616 1.184 2.868
C -4.307 1.617 1.522
C -4.703 3.086 1.606
C -5.491 0.733 1.239
C -0.196 0.492 4.559
C 0.361 1.876 4.853
C 0.550 -0.184 3.433
H -5.128 1.602 -3.038
H -5.156 0.594 -4.531
H -3.574 1.336 -3.982
H -3.819 0.005 -1.806
H -6.009 -1.311 -3.358
H -6.208 -0.291 -1.952
H -5.476 -1.899 -1.823
H -4.357 -2.804 -4.016
H -2.560 -4.048 -5.140
H -0.245 -3.147 -5.162
H 1.290 -1.792 -4.234
H 0.443 -0.894 -6.294
H 1.719 0.271 -5.667
H 0.061 0.623 -5.532
H 2.520 -0.161 -3.417
H 1.250 1.007 -3.123
H 1.242 -0.293 -2.149
H -0.920 4.122 -3.374
H -0.640 5.921 -1.499
H -0.717 5.310 0.875
H -2.132 -0.068 6.256
H -4.556 0.423 6.011
H -5.466 1.326 3.883
H -3.552 1.523 0.727
H -5.574 3.213 2.242
H -4.885 3.404 0.579
H -3.912 3.703 2.070
H -6.294 0.856 2.001
H -5.187 -0.308 1.280
H -5.935 0.943 0.268
H -0.086 -0.177 5.442
H 0.287 2.537 3.984
H 1.450 1.764 5.071
H -0.108 2.426 5.681
H 0.001 -1.048 3.096
H 1.529 -0.552 3.748
H 0.708 0.531 2.637
C 5.385 1.745 2.095
C 5.397 1.031 0.729
N 4.278 1.432 -0.096
C 4.620 2.283 -1.260
C 5.017 3.667 -0.815
C 2.983 1.003 0.219
S 1.617 1.804 -0.188
N 3.084 -0.166 0.961
C 2.182 -1.077 1.023
O 1.001 -1.011 0.476
C 2.471 -2.265 1.881
C 1.410 -3.076 2.257
C 1.617 -4.090 3.174
C 2.896 -4.311 3.665
C 3.906 -3.404 3.374
C 3.704 -2.380 2.454
H 6.217 1.364 2.715
H 4.359 1.678 2.515
H 5.581 2.773 1.966
H 5.478 -0.001 0.812
H 6.235 1.399 0.210
H 3.645 2.356 -1.791
H 5.318 1.788 -2.019
H 4.195 4.004 -0.160
H 5.053 4.297 -1.716
H 5.945 3.663 -0.278
H 0.425 -2.788 1.869
H 0.812 -4.703 3.615
H 3.133 -5.026 4.434
H 4.808 -3.443 3.960
H 4.510 -1.755 2.052
O -1.658 -3.992 3.657
H -1.540 -3.086 3.874
H -2.084 -3.892 2.758
O 3.829 3.679 -5.001
C 4.723 3.200 -4.501
Te -2.762 -2.329 0.440
I 5.064 -2.543 -3.434
C 3.864 -3.602 -2.112
C 4.323 -4.220 -0.919
C 3.354 -4.835 -0.186
C 2.003 -4.725 -0.541
C 1.658 -4.157 -1.752
N 2.600 -3.588 -2.525
H 5.332 -4.364 -0.660
H 3.667 -5.263 0.747
H 1.211 -5.117 0.128
H 0.687 -4.172 -2.181
*
```


[3]
ORCA calculation (wB97M-V/def2-TZVPD) on C49H59N9O5RbS as an isolated structure.

Summary:
energy relative to the best compared isomer or geometry (same formula, charge and spin): 1.575 eV
molecular weight: 971.60 u

Geometry as ORCA input:
```
! wB97M-V def2-TZVPD RIJCOSX def2/J DEFGRID3
* xyz -1 1
Rb 0.593 -0.368 0.626
C -5.024 -5.072 -1.211
C -4.242 -3.845 -0.822
C -4.562 -2.601 -1.268
C -3.832 -1.450 -0.868
C -4.163 -0.207 -1.404
N -3.533 0.907 -1.131
C -3.850 2.177 -1.742
C -4.169 3.270 -0.698
C -3.200 4.460 -0.722
N -1.810 4.047 -0.592
C -1.307 3.366 0.455
C -1.599 3.414 1.803
C -2.437 4.330 2.512
C -2.685 4.187 3.842
C -3.542 5.168 4.597
C -2.148 3.050 4.525
C -1.329 2.142 3.924
C -0.922 0.925 4.630
N -0.586 -0.132 4.026
C -0.309 -1.325 4.784
C -1.537 -2.240 4.807
C -2.093 -2.525 3.412
N -1.037 -3.059 2.575
C -1.188 -3.163 1.326
C -2.390 -2.895 0.482
C -3.119 -3.964 0.042
C -2.732 -1.551 0.070
O -2.116 -0.540 0.480
C -0.882 2.378 2.553
O 0.042 1.768 2.034
H -5.942 -4.797 -1.730
H -5.290 -5.653 -0.326
H -4.442 -5.724 -1.868
H -5.387 -2.467 -1.963
H -4.983 -0.141 -2.116
H -2.709 0.778 -0.523
H -4.707 2.024 -2.398
H -3.012 2.476 -2.378
H -4.136 2.828 0.301
H -5.179 3.648 -0.859
H -3.467 5.137 0.084
H -3.298 5.010 -1.659
H -1.397 3.743 -1.464
H -0.530 2.652 0.173
H -2.825 5.202 2.002
H -3.995 5.891 3.920
H -2.958 5.714 5.341
H -4.346 4.648 5.124
H -2.429 2.893 5.563
H -0.988 0.965 5.732
H -0.015 -1.101 5.821
H 0.503 -1.856 4.286
H -2.319 -1.782 5.420
H -1.241 -3.181 5.275
H -2.523 -1.617 2.977
H -2.898 -3.264 3.494
H -0.328 -3.552 0.779
H -2.822 -4.956 0.372
C 3.982 -2.307 -0.238
C 3.496 -2.667 1.168
N 2.153 -3.243 1.183
C 2.033 -4.585 0.639
C 1.819 -4.594 -0.898
N 0.922 -3.532 -1.335
C 1.316 -2.751 -2.496
C 2.693 -2.066 -2.349
N 2.988 -1.561 -1.016
H 4.264 -3.220 -0.765
H 4.909 -1.750 -0.125
H 3.483 -1.760 1.779
H 4.249 -3.341 1.604
H 1.799 -3.243 2.133
H 1.169 -5.064 1.108
H 2.917 -5.202 0.866
H 1.461 -5.589 -1.193
H 2.781 -4.450 -1.385
H -0.025 -3.867 -1.454
H 0.549 -1.982 -2.629
H 1.351 -3.344 -3.428
H 2.698 -1.239 -3.064
H 3.471 -2.764 -2.681
H 3.286 -0.597 -1.084
N 2.848 2.127 2.680
C 3.966 1.364 2.320
C 4.620 0.598 3.288
C 5.817 -0.036 2.997
C 6.381 0.082 1.739
C 5.720 0.803 0.754
C 4.518 1.439 1.037
S 7.903 -0.799 1.356
O 7.419 -2.000 0.672
O 8.662 0.099 0.499
O 8.521 -1.068 2.647
H 2.215 2.365 1.931
H 2.339 1.761 3.469
H 4.192 0.548 4.285
H 6.351 -0.612 3.742
H 6.182 0.884 -0.223
H 4.014 2.031 0.278
N -0.160 1.141 -1.641
C 0.043 1.368 -2.855
C 1.382 1.790 -3.429
C 2.289 2.448 -2.600
C 3.535 2.831 -3.070
C 3.901 2.550 -4.380
C 3.017 1.877 -5.209
C 1.764 1.504 -4.739
C -1.120 1.284 -3.831
C -1.380 2.303 -4.749
C -2.547 2.299 -5.503
C -3.461 1.264 -5.367
C -3.205 0.237 -4.465
C -2.052 0.257 -3.696
H 1.990 2.639 -1.576
H 4.227 3.344 -2.412
H 4.874 2.849 -4.750
H 3.306 1.636 -6.225
H 1.082 0.971 -5.392
H -0.663 3.109 -4.863
H -2.742 3.104 -6.202
H -4.365 1.254 -5.965
H -3.910 -0.581 -4.360
H -1.860 -0.518 -2.962
*
```


[4]
ORCA calculation (wB97M-V/def2-TZVPD) on C49H60HfO6S4Se as an isolated structure in a non-equilibrium geometry.

Summary:
energy relative to the best compared isomer or geometry (same formula, charge and spin): 0.233 eV
molecular weight: 1130.73 u

Geometry as ORCA input:
```
! wB97M-V def2-TZVPD RIJCOSX def2/J DEFGRID3
* xyz -2 1
Hf -0.014 -0.118 -0.127
C 2.771 1.809 1.414
O 1.945 0.638 1.532
C 2.061 0.111 2.805
C 1.447 0.777 3.861
C 0.422 1.857 3.590
C -0.964 1.318 3.846
C -1.625 1.569 5.043
C -2.919 1.114 5.285
C -3.556 0.497 4.207
C -2.923 0.238 3.000
C -3.702 -0.359 1.850
C -3.407 -1.836 1.753
C -3.980 -2.753 2.621
C -3.609 -4.098 2.622
C -2.586 -4.484 1.765
C -1.988 -3.588 0.879
C -0.815 -4.012 0.020
C 0.462 -4.092 0.840
C 0.834 -5.300 1.437
C 1.989 -5.444 2.197
C 2.801 -4.313 2.314
C 2.468 -3.101 1.734
C 3.347 -1.878 1.888
C 2.823 -1.026 3.024
C 3.037 -1.436 4.340
C 2.516 -0.745 5.424
C 1.696 0.349 5.154
C 2.792 -1.148 6.868
C 1.476 -1.544 7.555
C 3.414 0.039 7.621
C 3.758 -2.329 6.962
C 1.264 -2.959 1.018
O 0.950 -1.782 0.515
C 2.391 -6.756 2.881
C 1.376 -7.870 2.629
C 3.755 -7.226 2.349
C 2.489 -6.529 4.397
C -2.463 -2.286 0.848
O -2.007 -1.413 -0.122
C -2.925 -1.249 -1.218
C -4.325 -5.084 3.549
C -3.852 -6.523 3.329
C -5.838 -5.039 3.279
C -4.055 -4.703 5.011
C -1.546 0.520 2.840
O -0.841 0.093 1.841
C -3.635 1.269 6.624
C -2.742 1.929 7.675
C -4.034 -0.118 7.145
C -4.899 2.127 6.460
H 3.810 1.544 1.618
H 2.675 2.160 0.398
H 2.447 2.579 2.114
H 0.594 2.729 4.228
H 0.469 2.166 2.549
H -1.102 2.161 5.791
H -4.605 0.211 4.293
H -4.766 -0.193 2.028
H -3.406 0.156 0.935
H -4.725 -2.387 3.323
H -2.219 -5.506 1.768
H -1.007 -4.995 -0.412
H -0.689 -3.295 -0.789
H 0.179 -6.154 1.279
H 3.731 -4.367 2.876
H 4.369 -2.198 2.101
H 3.338 -1.305 0.964
H 3.629 -2.336 4.491
H 1.209 0.885 5.967
H 0.755 -0.722 7.533
H 1.023 -2.400 7.046
H 1.659 -1.816 8.602
H 2.721 0.884 7.675
H 3.676 -0.253 8.645
H 4.323 0.381 7.114
H 3.342 -3.226 6.491
H 4.717 -2.099 6.487
H 3.946 -2.559 8.015
H 1.274 -8.080 1.559
H 1.710 -8.790 3.123
H 0.389 -7.609 3.026
H 3.696 -7.408 1.271
H 4.529 -6.472 2.518
H 4.066 -8.156 2.844
H 1.534 -6.163 4.785
H 2.747 -7.461 4.919
H 3.252 -5.781 4.634
H -3.390 -2.212 -1.436
H -3.676 -0.501 -0.969
H -2.352 -0.903 -2.066
H -4.016 -6.842 2.295
H -2.788 -6.633 3.562
H -4.414 -7.194 3.986
H -6.040 -5.255 2.225
H -6.358 -5.784 3.895
H -6.257 -4.055 3.506
H -2.982 -4.751 5.222
H -4.390 -3.684 5.228
H -4.575 -5.391 5.689
H -1.831 1.343 7.838
H -2.453 2.941 7.376
H -3.281 1.995 8.627
H -3.144 -0.740 7.278
H -4.553 -0.039 8.109
H -4.696 -0.630 6.439
H -4.633 3.123 6.093
H -5.586 1.679 5.737
H -5.426 2.233 7.417
O 1.876 5.312 -4.289
C 1.721 4.144 -3.975
S 2.297 3.419 -2.487
C 1.787 1.757 -2.783
C 1.135 1.568 -3.939
S 0.532 0.062 -4.608
S 0.844 2.972 -4.952
S 2.289 0.606 -1.571
O -0.076 -1.252 -1.848
H 0.092 -0.442 -3.376
H 0.756 -1.738 -1.805
Se -1.238 1.878 -0.805
*
```